Entry 1:
{
  "formula": "C4H9NO",
  "method": "ωB97M-V/def2-TZVPD",
  "orbital_gap_ev": 10.79,
  "spin_multiplicity": 1,
  "total_charge": 0,
  "smiles": "C/C=N\\O.C=C",
  "species": ["C", "C", "C", "N", "O", "C", "H", "H", "H", "H", "H", "H", "H", "H", "H"],
  "positions_angstrom": [[2.183, -0.476, -0.239], [1.402, -0.459, -1.314], [-0.850, 0.410, 1.222], [-0.630, 1.567, 0.735], [-1.161, 1.710, -0.547], [-1.575, -0.734, 0.585], [-0.423, 0.276, 2.215], [2.923, -1.257, -0.075], [2.110, 0.298, 0.522], [0.658, 0.323, -1.461], [1.468, -1.229, -2.081], [-0.968, 2.635, -0.746], [-2.235, -1.214, 1.315], [-2.159, -0.404, -0.276], [-0.847, -1.482, 0.246]]
}

Entry 2:
{
  "formula": "C7H9F2NO2",
  "method": "ωB97M-V/def2-TZVPD",
  "orbital_gap_ev": 10.81,
  "spin_multiplicity": 1,
  "total_charge": 0,
  "smiles": "COC(=O)[C@]1(F)NC[C@@H]2C[C@@]21F",
  "species": ["C", "C", "C", "C", "C", "C", "C", "N", "O", "O", "F", "F", "H", "H", "H", "H", "H", "H", "H", "H", "H"],
  "positions_angstrom": [[-0.434, -1.295, 0.139], [-0.589, 1.678, -1.360], [0.269, 2.253, 0.979], [0.514, 2.273, -0.516], [0.379, -0.038, 0.410], [0.586, 0.855, -0.971], [-0.325, -3.642, 0.090], [-0.262, 0.913, 1.228], [-1.575, -1.265, -0.241], [0.287, -2.383, 0.339], [1.652, -0.388, 0.866], [1.464, 0.367, -1.869], [-1.535, 1.462, -0.886], [-0.653, 1.974, -2.395], [1.212, 2.440, 1.512], [-0.474, 2.990, 1.292], [1.173, 3.024, -0.923], [-0.860, -3.970, 0.982], [0.485, -4.333, -0.136], [-1.018, -3.571, -0.747], [-0.295, 0.657, 2.206]]
}

Entry 3:
{
  "formula": "C4H12O3",
  "method": "ωB97M-V/def2-TZVPD",
  "orbital_gap_ev": 10.04,
  "spin_multiplicity": 1,
  "total_charge": 0,
  "smiles": "C=CC=C.O.O.O",
  "species": ["C", "C", "C", "C", "H", "H", "H", "H", "H", "H", "H", "H", "O", "H", "H", "O", "H", "H", "O"],
  "positions_angstrom": [[-0.096, -1.465, -0.332], [0.518, -1.575, 0.834], [1.330, -2.763, 1.161], [1.402, -3.246, 2.394], [-0.024, -2.191, -1.098], [-0.683, -0.621, -0.675], [0.564, -0.796, 1.588], [1.686, -3.393, 0.351], [1.833, -4.203, 2.647], [1.012, -2.657, 3.218], [2.284, 1.190, -1.354], [0.858, 1.062, -0.841], [1.590, 1.682, -0.911], [0.021, 3.105, -0.589], [-0.611, 4.448, -0.472], [-0.696, 3.555, -0.122], [-3.315, 0.902, -1.318], [-3.590, 2.332, -1.537], [-3.305, 1.553, -2.031]]
}

Quick rundown of energy above the lowest of the compared OMol25 structures with the same formula, charge and spin, same order as above: 78.5; 0.0; 36.4 kcal/mol
Quick rundown of LUMO level, same order as above: 0.0360; 0.0342; 0.0248 Eh
Quick rundown of calculated total energy, same order as above: -287.7074; -677.0707; -385.2638 hartree